1.
Formula: C5H13IN
Source: OMol25
Level of theory: the ωB97M-V functional and the def2-TZVPD basis

Calculated values
**E_tot**: -14978.5067 eV
**Net charge**: +1
**HOMO energy**: -13.00 eV
**Relative energy (zero: lowest compared OMol25 entry of this formula, charge and spin)**: 1.5135 eV

Geometry as XYZ:
```
20
Properties=species:S:1:pos:R:3:forces:R:3:mulliken_charge:R:1
C -2.7717 1.3251 0.0457 -0.5950 -0.0468 0.5930 -1.18
C 1.8729 -1.7343 1.0508 1.5714 1.7771 1.5762 -0.74
C 1.6354 -1.9045 -1.3762 2.0509 0.8535 -2.1417 -1.08
C -1.2557 1.2122 -0.3126 -1.6029 2.4401 -1.7138 -0.14
C 2.0560 -1.1841 -0.1509 0.0101 -1.1427 0.7161 0.30
N -0.3833 1.2298 0.9229 1.6299 0.9249 0.3046 -0.16
I 2.8380 0.7470 -0.4298 -0.0862 -0.1065 0.2199 0.17
H -3.0866 0.5091 0.7082 0.0294 0.1443 -0.0480 0.36
H -3.1076 2.2867 0.5029 1.0613 -0.5179 0.1953 0.34
H -3.5149 1.3383 -0.7740 1.0731 -0.5715 -0.3061 0.36
H 0.7396 1.0479 0.7327 -2.7718 0.2539 0.2696 -0.09
H 1.5201 -2.7326 1.2252 -0.2790 -0.3530 -0.4453 0.30
H 2.2607 -1.2477 2.0035 -0.6840 -0.4122 -1.3726 0.29
H 2.2745 -1.7373 -2.3361 -0.5111 -0.4061 1.9801 0.34
H 0.7559 -1.4269 -1.6826 -1.8830 0.2367 -0.5601 0.21
H 1.5195 -2.9537 -1.1962 -0.2256 -0.4900 0.0470 0.37
H -1.1163 2.0914 -0.9969 0.7095 -0.2213 1.2553 0.30
H -0.9938 0.4506 -1.0480 0.0414 -0.8086 1.0086 0.22
H -0.4445 2.1011 1.5280 0.0630 -0.6040 -1.5546 0.43
H -0.7979 0.5820 1.5835 0.3986 -0.9498 -0.0236 0.40
```
Positions in Å, forces in eV/Å.

2.
Formula: C5H13INO2
Source: OMol25
Level of theory: the ωB97M-V functional and the def2-TZVPD basis

Calculated values
**E_tot**: -19084.9778 eV
**Net charge**: -1
**HOMO energy**: -4.32 eV
**Relative energy (zero: lowest compared OMol25 entry of this formula, charge and spin)**: 0.0000 eV

Geometry as XYZ:
```
22
Properties=species:S:1:pos:R:3:forces:R:3:mulliken_charge:R:1
I -1.4973 10.7836 25.1675 0.0151 0.0863 0.1157 -0.71
C -5.4386 10.4498 27.9708 -0.0651 0.3069 0.9561 -1.14
C -5.5473 11.3975 26.7937 2.3064 0.6965 -0.6345 0.56
C -4.7349 12.6960 26.9011 -0.7696 0.7459 0.6513 -1.20
O -5.0385 10.7436 25.6371 -1.8469 -0.4445 -0.4959 -0.46
H -6.3937 9.9289 28.0378 0.2893 -0.4615 0.3028 0.29
H -5.2175 10.9512 28.9131 -0.6733 0.5201 0.1890 0.33
H -4.5771 9.7820 27.9771 -0.1913 -0.3029 -0.9027 0.24
H -6.5734 11.7364 26.6504 -0.2179 -0.5724 -0.2727 0.26
H -4.9221 13.1528 27.8729 0.4891 -0.0831 0.4193 0.33
H -5.1350 13.4692 26.2452 -0.0490 -0.2511 -0.5365 0.31
H -3.6758 12.6023 26.6610 0.0045 -0.2567 0.3530 0.29
H -4.0812 10.8157 25.6353 0.7032 0.0921 -0.0853 0.01
O -2.6877 5.4864 25.6959 0.3307 -0.3949 -0.1714 -0.69
C -2.3152 6.6292 25.9131 1.1721 0.3617 0.4433 0.56
N -3.1987 7.6298 25.9934 -0.5230 -0.0186 0.0516 -0.11
C -0.8307 6.9881 26.2113 -0.4227 -0.7732 0.0050 -0.77
H -2.9562 8.6052 26.0927 0.1938 0.0708 -0.2708 0.01
H -4.1362 7.3501 25.7424 0.0245 0.3997 0.0889 0.17
H -0.1710 6.6174 25.4269 -0.2895 0.2338 -0.3880 0.24
H -0.5255 6.3618 27.0496 -0.1955 0.1024 0.3414 0.24
H -0.6136 8.0352 26.4224 -0.2850 -0.0573 -0.1595 0.24
```
Positions in Å, forces in eV/Å.

3.
Formula: C5H13LuN4S
Source: OMol25
Level of theory: the ωB97M-V functional and the def2-TZVPD basis

Calculated values
**E_tot**: -55798.6126 eV
**Net charge**: +2
**HOMO energy**: -16.90 eV
**Relative energy (zero: lowest compared OMol25 entry of this formula, charge and spin)**: 0.1840 eV

Geometry as XYZ:
```
24
Properties=species:S:1:pos:R:3:forces:R:3:mulliken_charge:R:1
Lu 1.5963 -0.6107 -0.1217 -1.8388 0.3759 -0.3342 1.58
N 1.0602 0.9831 -1.8776 -0.1657 -0.2424 0.2177 -0.65
C -0.3994 1.2855 -1.6983 -0.1248 0.1154 0.2558 -0.49
C -0.7025 1.6516 -0.2482 0.0813 -0.1320 -0.2734 -0.69
N -0.2843 0.5978 0.7271 -0.0655 -0.0191 -0.0574 -0.09
C -1.3611 -0.3498 1.1499 0.0444 -0.2394 -0.1966 -0.70
C -1.3630 -1.6528 0.3556 -0.0829 0.2486 0.1634 -0.49
N -0.0267 -2.3312 0.4423 0.0212 0.3215 -0.1771 -0.66
H 1.2071 0.7106 -2.8486 0.0666 -0.0991 -0.0376 0.30
H 1.5700 1.8630 -1.8041 0.1517 0.0219 0.1142 0.30
H -0.7021 2.1274 -2.3209 0.0296 -0.0603 -0.1108 0.43
H -0.9765 0.4186 -2.0231 0.0393 -0.0362 -0.0143 0.31
H -0.1641 2.5672 0.0021 0.0008 -0.0018 0.0562 0.42
H -1.7679 1.8615 -0.1492 -0.0059 0.0356 0.0243 0.32
H -0.0140 1.0956 1.5665 0.0853 0.0219 0.0740 0.32
H -1.2031 -0.5821 2.2043 0.0174 0.0490 0.0202 0.42
H -2.3403 0.1219 1.0626 -0.0132 0.0142 0.0387 0.32
H -2.1494 -2.2870 0.7646 0.0189 -0.0948 -0.0879 0.43
H -1.5985 -1.4821 -0.6958 0.0444 -0.0206 -0.0259 0.31
H 0.0738 -2.6982 1.3882 0.1543 0.0319 0.1066 0.30
H -0.0645 -3.1735 -0.1301 0.0868 -0.0364 -0.0814 0.30
S 2.6917 0.8706 2.4258 -0.1160 -0.0124 -0.0778 -0.22
C 3.3520 -0.1240 1.3716 0.5127 -0.0552 0.1631 0.47
N 3.5662 -0.8632 0.4569 1.0581 -0.1866 0.2401 -0.54
```
Positions in Å, forces in eV/Å.